Entry 1:
ORCA calculation (wB97M-V/def2-TZVPD) on a structure of composition C24H28BF4N4O5S5Zr at a distorted geometry.

Structure (ORCA input):
```
! wB97M-V def2-TZVPD RIJCOSX def2/J DEFGRID3
* xyz 1 1
Zr -0.3319 -0.0692 0.4127
C -2.7090 -2.8624 -1.2784
C -1.8584 -3.1666 -0.0900
N -1.3113 -2.2991 0.7330
C -0.6688 -2.9440 1.7850
C -0.7256 -4.2913 1.7445
S -1.5973 -4.7898 0.3683
C -0.0402 -2.1282 2.8222
C 0.5970 -2.5799 3.9217
S 1.1287 -1.2604 4.8521
C 0.4939 -0.1641 3.7164
N -0.0914 -0.7486 2.6960
C 0.6083 1.3098 3.9195
H -2.4606 -1.8892 -1.6773
H -3.7614 -2.8712 -0.9843
H -2.5695 -3.6136 -2.0542
H -0.3034 -5.0017 2.4365
H 0.7695 -3.5986 4.2286
H 0.0477 1.6110 4.8048
H 0.2150 1.8355 3.0556
H 1.6501 1.5967 4.0655
C 6.6305 -0.4894 -3.4386
C 5.6067 -0.5020 -2.3364
C 5.4211 0.6077 -1.5197
C 4.4559 0.6137 -0.5265
C 3.6645 -0.5126 -0.3592
C 3.8498 -1.6514 -1.1392
C 4.8248 -1.6367 -2.1141
S 2.4081 -0.5738 0.8498
O 2.9400 -1.1565 2.0434
O 1.2795 -1.4120 0.2637
N 1.6117 0.7552 1.0985
C 1.8349 2.1414 0.7135
C 0.4582 2.7873 0.5645
O 0.3234 3.9549 0.3298
O -0.5528 1.9293 0.7164
H 6.9793 0.5212 -3.6451
H 6.2101 -0.9035 -4.3552
H 7.4972 -1.0978 -3.1707
H 6.0426 1.4841 -1.6579
H 4.3570 1.4724 0.1227
H 3.2240 -2.5218 -0.9927
H 4.9733 -2.5160 -2.7293
H 2.3477 2.2571 -0.2387
H 2.3809 2.7038 1.4713
F -0.2194 0.2016 -3.5694
B 0.4695 -0.2751 -2.4944
F 1.7307 -0.6859 -2.7661
F -0.2880 -1.2644 -1.7691
F 0.5154 0.8054 -1.4393
O -2.1508 0.2328 -0.6838
S -2.5973 0.8928 -2.0070
C -4.3769 1.0849 -1.8397
C -4.6601 2.2969 -2.7153
C -3.6052 3.3706 -2.3725
C -2.3546 2.6776 -1.8035
H -4.5657 1.2561 -0.7769
H -4.8740 0.1743 -2.1685
H -5.6746 2.6561 -2.5567
H -4.5814 2.0112 -3.7662
H -3.9937 4.0619 -1.6269
H -3.3573 3.9565 -3.2540
H -2.2224 2.8195 -0.7322
H -1.4270 2.9547 -2.2998
S -4.0888 1.4843 3.4809
C -4.3381 -0.1768 3.1724
C -3.3839 -0.6327 2.3276
N -2.4618 0.3088 1.9234
C -2.7258 1.4663 2.4617
H -5.1543 -0.7223 3.6179
H -3.3149 -1.6433 1.9598
H -2.1491 2.3586 2.2692
*
```

Properties
Orbital gap: 9.05 eV
E_HOMO: -11.407 eV

Löwdin atomic charge list, values in e, 6 entries: 1.904, -0.057, -0.600, -0.022, -0.332, -0.308

Entry 2:
ORCA calculation (wB97M-V/def2-TZVPD) on an isolated molecule of C6H10O at a distorted geometry.

Structure (ORCA input):
```
! wB97M-V def2-TZVPD RIJCOSX def2/J DEFGRID3
* xyz 0 1
C -2.2841 -0.2136 0.2590
C -0.9491 0.0846 -0.4008
C 0.1233 -1.0489 -0.3838
C 1.1376 0.0049 0.0688
C 2.5097 0.2683 -0.3273
O 2.1723 -0.0768 1.0278
C 0.0366 0.9968 0.3633
H -2.1269 -0.6113 1.2694
H -2.8974 0.6914 0.3468
H -2.8511 -0.9588 -0.3119
H -1.1016 0.4710 -1.4158
H -0.0684 -1.8068 0.3832
H 0.3076 -1.5487 -1.3407
H 3.1499 -0.5510 -0.6429
H 2.7973 1.2912 -0.5684
H 0.1522 2.0478 0.0806
H -0.1222 0.9299 1.4456
*
```

Properties
Energy relative to the best compared isomer or geometry (same formula, charge and spin): 37.14 kcal per mole
Orbital gap: 10.97 eV
E_HOMO: -9.913 eV

Löwdin atomic charge list, values in e, 6 entries: -0.080, -0.341, -0.044, -0.463, -0.061, -0.020

Entry 3:
ORCA calculation (wB97M-V/def2-TZVPD) on a cluster of 2 separate species, C6H15NO in total at a distorted geometry.

Structure (ORCA input):
```
! wB97M-V def2-TZVPD RIJCOSX def2/J DEFGRID3
* xyz 0 1
C 2.4344 2.1323 -1.0602
C 1.0530 1.5935 -0.7815
C 0.3442 1.7067 0.3369
C -1.0458 1.1503 0.4382
C -1.2483 0.0966 1.5561
C -0.6539 -1.2784 1.1785
N 0.7718 -1.4224 1.2778
H 2.8209 2.6138 -0.1597
H 3.1370 1.3654 -1.3580
H 2.3574 2.8024 -1.9105
H 0.5528 1.2853 -1.6877
H 0.7773 2.1669 1.2234
H -1.3264 0.6929 -0.5069
H -1.8310 1.9106 0.5689
H -2.3133 -0.0647 1.6886
H -0.6979 0.4256 2.4280
H -1.1161 -1.9894 1.8673
H -0.9938 -1.5799 0.1821
H 1.1715 -1.5551 2.1932
H 1.3115 -0.8391 0.6613
O -1.9065 -4.0933 -2.8533
H -2.4611 -3.3158 -2.9502
H -1.1376 -3.8043 -2.3323
*
```

Properties
Energy relative to the best compared isomer or geometry (same formula, charge and spin): 40.32 kcal per mole
Orbital gap: 9.33 eV
E_HOMO: -8.617 eV

Löwdin atomic charge list, values in e, 6 entries: -0.101, -0.183, -0.135, -0.219, -0.195, -0.306

Entry 4:
ORCA calculation (wB97M-V/def2-TZVPD) on a cluster of 2 separate species, C3H6NO2 in total at a distorted geometry.

Structure (ORCA input):
```
! wB97M-V def2-TZVPD RIJCOSX def2/J DEFGRID3
* xyz -1 1
C 2.4708 -0.5339 -0.2789
C 1.6954 0.3436 -0.9270
N 0.3123 0.1577 -0.8661
H 2.1143 -1.0909 0.5863
H 3.5507 -0.5472 -0.4075
H 2.0976 1.0224 -1.7789
H -0.0560 -0.7417 -0.5817
H -0.2985 0.6639 -0.2111
O -2.3502 0.8958 0.2994
C -2.9648 0.1940 1.1275
O -4.0121 0.5120 1.7265
H -2.5597 -0.8758 1.3115
*
```

Properties
Energy relative to the best compared isomer or geometry (same formula, charge and spin): 38.54 kcal per mole
Orbital gap: 7.96 eV
E_HOMO: -4.213 eV

Löwdin atomic charge list, values in e, 6 entries: -0.063, -0.312, -0.003, 0.045, 0.021, 0.113

Entry 5:
ORCA calculation (wB97M-V/def2-TZVPD) on a structure of composition C12H24BeO18S3 at a distorted geometry.

Structure (ORCA input):
```
! wB97M-V def2-TZVPD RIJCOSX def2/J DEFGRID3
* xyz -3 2
Be -0.3577 0.3782 2.0395
C -2.1848 1.7302 4.2483
O -2.9282 2.7022 4.4224
O -0.9842 1.9667 4.0695
O -2.5270 0.5630 4.0658
C 1.0868 -1.2595 4.0733
O 1.1758 -1.4328 5.2881
O 0.2399 -1.7700 3.3737
O 1.5232 -0.2473 3.5389
C -1.9221 2.5831 0.8385
O -0.7990 2.8964 1.2155
O -2.8456 3.3607 1.1261
O -2.0464 1.3987 0.4687
O 0.0656 -1.0235 0.0592
S 0.5133 -1.5487 -1.2377
O -0.0050 -2.8277 -1.8363
O 0.4637 -0.2991 -2.4430
C 0.5697 1.0767 -2.0165
C -0.4232 2.1358 -2.5358
C 2.2726 -1.6517 -1.0228
H 1.5923 1.4494 -2.0757
H 0.3518 1.1480 -0.9509
H -1.2221 1.6524 -3.0980
H 0.0506 2.8608 -3.1976
H -0.9522 2.6819 -1.7547
H 2.6490 -0.6924 -0.6675
H 2.7772 -1.7969 -1.9780
H 2.4910 -2.5594 -0.4603
O 4.0795 3.0841 1.1583
S 3.6461 1.6991 0.8812
O 2.2126 1.3150 1.0140
O 4.0759 1.3522 -0.6929
C 5.2723 1.8345 -1.2178
C 5.1108 1.4362 -2.7546
C 4.5373 0.3303 1.6313
H 6.1559 1.2979 -0.8723
H 5.5007 2.8576 -0.9191
H 4.6671 0.4436 -2.6770
H 6.0791 1.4539 -3.2547
H 4.4224 2.0820 -3.2997
H 4.4125 -0.5692 1.0284
H 4.1369 0.3554 2.6447
H 5.5608 0.6991 1.6994
O -4.7255 -0.5240 0.5497
S -3.5897 -1.2772 0.1754
O -2.4147 -1.2707 1.0307
O -3.9973 -2.8622 -0.1609
C -5.1869 -3.0690 -0.8440
C -6.1986 -3.6601 0.2233
C -3.0708 -0.8561 -1.5967
H -5.0288 -3.7980 -1.6388
H -5.7316 -2.2566 -1.3250
H -6.5314 -2.9621 0.9916
H -5.8833 -4.5162 0.8198
H -7.0730 -3.8737 -0.3914
H -2.8244 0.1928 -1.4315
H -3.9525 -0.9935 -2.2226
H -2.2862 -1.4196 -2.1016
*
```

Properties
<S²>: 0.763
Orbital gap (alpha / beta): 2.32 / 2.32 eV
E_HOMO (alpha / beta): 2.718 / 2.720 eV

Löwdin atomic charge list, values in e, 6 entries: 1.010, -1.065, 0.041, 0.101, 0.069, -1.191

Entry 6:
ORCA calculation (wB97M-V/def2-TZVPD) on an isolated molecule of C2H5NO2.

Structure (ORCA input):
```
! wB97M-V def2-TZVPD RIJCOSX def2/J DEFGRID3
* xyz 0 1
C -0.8143 -0.7011 -0.5284
N -0.0977 0.5386 -0.4747
C 0.8779 0.8826 0.4311
O 1.2056 2.0209 0.6163
O 1.5318 -0.1512 1.0312
H -0.2222 -1.5315 -0.1680
H -1.7474 -0.6774 0.0414
H -1.1259 -0.9534 -1.5418
H -0.5392 1.3813 -0.8045
H 0.9313 -0.8088 1.3974
*
```

Properties
Energy relative to the best compared isomer or geometry (same formula, charge and spin): 7.80 kcal per mole
Orbital gap: 10.49 eV
E_HOMO: -9.964 eV

Löwdin atomic charge list, values in e, 6 entries: -0.090, 0.019, -0.614, 0.100, 0.097, 0.078

Entry 7:
ORCA calculation (wB97M-V/def2-TZVPD) on a structure of composition C18H26Br6O12 at a distorted geometry.

Structure (ORCA input):
```
! wB97M-V def2-TZVPD RIJCOSX def2/J DEFGRID3
* xyz 0 1
C 48.3560 27.1519 7.1836
C 47.2298 26.2615 6.6520
C 46.2428 27.0064 5.7554
O 45.9261 25.9282 4.8427
C 47.0606 25.2156 4.6371
O 47.1988 24.4611 3.7294
O 47.8978 25.3868 5.6875
H 48.7406 27.7094 6.3353
H 49.0931 26.5561 7.7172
H 47.9781 27.8450 7.9415
H 46.7820 25.5508 7.3451
H 46.6677 27.8336 5.1853
H 45.3040 27.3303 6.1951
C 42.1940 29.5833 7.4011
C 41.7943 29.8097 5.9492
C 40.4193 30.4431 5.6334
O 40.6930 31.3942 4.6258
C 42.0412 31.6088 4.5613
O 42.5867 32.4455 3.9165
O 42.6850 30.7740 5.3817
H 41.8044 30.3395 8.0872
H 43.2782 29.5268 7.3645
H 41.8119 28.6669 7.8420
H 41.9095 28.8383 5.4600
H 40.0847 30.9298 6.5541
H 39.7065 29.7004 5.2834
C 39.7765 24.3487 12.5776
C 39.2793 25.6030 13.2405
C 38.3860 25.4762 14.4555
O 39.0419 26.3292 15.4321
C 40.1396 26.8969 14.8731
O 40.7770 27.7634 15.3811
O 40.3652 26.3694 13.6696
H 39.0120 23.8451 11.9838
H 40.0779 23.5689 13.2853
H 40.6547 24.5668 11.9726
H 38.7317 26.1312 12.4508
H 38.2597 24.4660 14.8452
H 37.3836 25.8659 14.2821
C 48.2063 23.3904 10.4991
C 47.3784 23.2966 11.7616
C 47.2269 24.6281 12.4669
O 45.8005 24.8876 12.4377
C 45.1669 23.8134 11.8605
O 43.9970 23.8307 11.6450
O 46.0447 22.8850 11.4619
H 48.3985 22.3935 10.1046
H 49.1698 23.8018 10.8048
H 47.6812 24.0137 9.7813
H 47.8100 22.6035 12.4849
H 47.7745 25.4698 12.0479
H 47.4895 24.5523 13.5221
C 41.4787 25.2165 7.1144
Br 42.8353 25.7776 5.8546
Br 41.1143 23.3085 6.9189
Br 39.9631 26.4380 6.9529
H 41.9220 25.3841 8.0864
C 42.8423 27.0661 10.8015
Br 40.9543 26.9689 10.3069
Br 43.0958 28.3091 12.3078
Br 44.0487 27.6229 9.3813
H 43.1958 26.0823 11.0895
*
```

Properties
Orbital gap: 9.83 eV
E_HOMO: -10.355 eV

Löwdin atomic charge list, values in e, 6 entries: -0.016, -0.287, -0.095, -0.009, -0.569, 0.170

Entry 8:
ORCA calculation (wB97M-V/def2-TZVPD) on a cluster of 2 separate species, C11H22N2O in total at a distorted geometry.

Structure (ORCA input):
```
! wB97M-V def2-TZVPD RIJCOSX def2/J DEFGRID3
* xyz 2 1
C -1.4952 0.7273 0.2451
C -0.0452 -2.4158 1.8413
C -1.3996 -2.7566 1.2302
C -2.0205 1.7224 -1.6725
C -1.8990 2.7873 -0.6011
C -0.7027 -1.5138 0.7714
C 2.7568 1.5073 -0.4350
C 2.9809 -1.0160 -0.9144
C 1.2053 0.1935 -2.0347
C -1.5294 0.0337 2.5806
C 2.3352 0.2393 -1.0860
N -1.4575 0.5291 -1.0685
N -1.1586 -0.1523 1.1696
O -1.7438 1.9387 0.6114
H 0.0852 -2.0079 2.8029
H 0.7091 -3.1088 1.3949
H -1.4321 -3.4692 0.4985
H -2.2258 -2.5749 1.8913
H -3.0444 1.5305 -1.8863
H -1.4442 1.8726 -2.6046
H -1.1074 3.5116 -0.6313
H -2.9457 3.2420 -0.6435
H -0.1923 -1.5710 -0.2244
H 3.7828 1.5787 -0.1083
H 2.6580 2.3252 -1.1688
H 2.2072 1.5361 0.5758
H 3.6533 -1.0270 -0.1351
H 3.5974 -1.2454 -1.7815
H 2.2281 -1.8529 -0.8265
H 1.1034 -0.7605 -2.5781
H 0.2312 0.2515 -1.3620
H 1.1078 1.1116 -2.5718
H -0.6301 -0.1580 3.1499
H -1.6397 1.1066 2.7335
H -2.2801 -0.7145 2.8338
H -1.8742 -0.3989 -1.3369
*
```

Properties
Energy relative to the best compared isomer or geometry (same formula, charge and spin): 0.00 kcal per mole
Orbital gap: 8.19 eV
E_HOMO: -16.686 eV

Löwdin atomic charge list, values in e, 6 entries: -0.389, -0.035, -0.045, -0.095, -0.003, -0.235